# 1
{"formula": "ClN5O15Zr3", "method": "ωB97M-V/def2-TZVPD", "elements": ["O", "O", "O", "O", "N", "O", "Zr", "O", "N", "Cl", "Zr", "Zr", "O", "O", "O", "N", "O", "O", "N", "O", "O", "N", "O", "O"], "coordinates": [[2.28758, 11.46677, -3.08228], [6.20663, 2.78511, -3.51104], [3.96524, 10.65863, -3.92540], [5.53776, 9.49195, 1.53286], [5.46832, 7.77002, -3.26700], [7.11768, 4.76062, -3.32094], [8.79300, 6.14135, -3.81675], [5.78956, 4.01601, -1.88571], [2.83293, 11.02973, -4.11672], [6.81866, 6.36670, -0.44421], [5.90118, 11.30766, -2.62946], [4.23938, 6.04803, -0.42412], [5.77509, 10.43567, -0.37496], [8.98663, 8.00662, -2.88665], [5.54818, 8.94088, -2.82473], [6.34327, 3.91416, -2.97934], [2.28422, 10.75217, -5.08760], [4.79725, 8.55109, -0.11553], [5.30140, 9.58630, 0.37815], [7.95268, 9.75861, -2.08422], [6.51380, 7.23071, -3.76234], [8.88758, 8.97028, -2.05075], [4.76659, 7.14434, -2.40936], [9.82087, 9.21785, -1.38913]], "forces_ev_per_a": [[0.64, 0.63, -0.39], [1.28, 4.16, -0.31], [9.79, -0.81, 2.10], [0.08, 2.22, 0.47], [4.66, 0.44, 6.37], [7.88, 6.98, -3.64], [-3.89, 1.31, 2.45], [-1.85, 2.31, 2.11], [-6.94, 1.59, 2.43], [-3.22, -0.60, 0.80], [-2.51, -3.19, 1.15], [6.27, 3.57, -2.18], [0.58, 3.76, -4.15], [-0.41, -7.00, -4.37], [-0.33, 1.83, -2.74], [-4.85, -11.15, 1.50], [-0.93, -0.04, -2.75], [-3.22, -3.83, -3.58], [1.44, -3.34, 4.62], [-2.97, 0.25, -1.41], [-2.10, 0.40, -1.25], [2.20, 5.46, 3.14], [-2.56, -3.46, -0.96], [1.00, -1.48, 0.59]], "charge": 6, "homo_ha": -1.0299, "spin_multiplicity": 1, "homo_lumo_gap_ev": 3.247, "lumo_ev": -24.78}

# 2
{"formula": "C17H23Cl33NO2", "method": "ωB97M-V/def2-TZVPD", "elements": ["H", "H", "H", "Cl", "C", "H", "H", "Cl", "Cl", "Cl", "O", "H", "C", "Cl", "Cl", "H", "Cl", "Cl", "Cl", "C", "C", "Cl", "Cl", "N", "C", "H", "H", "H", "Cl", "H", "Cl", "C", "Cl", "Cl", "Cl", "Cl", "Cl", "Cl", "Cl", "H", "Cl", "Cl", "C", "H", "Cl", "C", "C", "H", "Cl", "H", "Cl", "Cl", "C", "C", "Cl", "H", "C", "H", "C", "C", "H", "H", "H", "Cl", "H", "C", "O", "C", "Cl", "H", "Cl", "H", "C", "Cl", "Cl", "Cl"], "coordinates": [[0.54709, 1.40532, 3.22444], [-1.51784, -1.61856, 3.35120], [-2.16350, 0.51050, 2.12445], [-3.20904, -0.85992, -2.08038], [-2.29474, -0.19856, 4.73275], [4.89933, -4.23927, -10.01076], [0.15422, 0.01005, -0.57652], [6.15289, 3.59484, -3.77310], [0.43971, -3.70150, 4.43853], [0.99206, -2.71096, -5.58175], [-0.37341, 2.46372, 1.69385], [3.79641, 2.26784, -3.34989], [-1.85068, -1.87656, -2.58314], [-1.49225, -3.08126, -1.33641], [0.49617, -6.62807, -4.91143], [-1.44370, 0.59089, -0.12178], [-7.94981, 0.52336, 4.73925], [3.00099, -3.86173, 5.80447], [-0.49864, 4.32895, -2.20786], [1.72699, -2.80298, 5.24695], [5.46689, 4.26991, -5.25595], [6.28287, 3.63850, -6.67507], [-2.29187, 2.13310, -2.83010], [-0.38528, -0.34061, 1.42355], [1.16834, -1.44920, -6.80205], [-0.73172, -1.27852, 1.21012], [1.29553, -2.29136, 6.09896], [-0.28803, -0.69521, 4.22804], [4.26367, -2.57801, -8.49828], [-2.61360, 4.42700, -3.20592], [-5.26760, 0.59312, 5.85198], [-0.40483, 0.52217, 0.19851], [2.67901, -3.81717, -10.59969], [2.37995, -1.55289, 4.16245], [0.36626, -1.90993, -8.29859], [0.00664, -0.84215, 8.04654], [-2.17263, 2.61385, 10.20883], [-1.21889, 3.77873, -4.96694], [-2.22023, 3.31862, 7.39926], [0.58242, -0.42922, 1.75229], [-0.43877, -0.88499, -2.90903], [0.24105, -5.49625, -7.56882], [0.17504, 1.88341, 0.52570], [5.60511, 5.34264, -5.22815], [-6.26301, 2.85581, 4.33266], [-1.16795, 0.31346, 2.52965], [0.25838, 0.87800, 7.76920], [2.22468, -1.33541, -7.00841], [1.69255, 1.44389, -2.77710], [-2.12679, -2.39407, -3.49367], [0.55662, 0.10053, -6.21133], [-4.70874, 3.13183, 8.88703], [-1.76823, 3.75844, -3.30067], [-6.69584, 1.54185, 5.43183], [4.06252, -0.04567, -3.53296], [-1.00255, 2.16643, 3.58447], [-0.45492, 1.62297, 2.81627], [-0.65118, 1.40498, 8.02444], [3.99286, -4.04312, -9.45375], [-3.00475, 3.55228, 8.97210], [-2.95130, 0.65305, 4.45639], [1.27113, 1.83971, 0.58261], [1.54594, -7.30582, -6.88562], [-0.58299, -8.24107, -7.07710], [-2.92239, 4.60091, 9.22561], [3.46192, 1.41810, -2.77082], [-2.42267, -0.75170, 5.78085], [0.54695, -6.96174, -6.65027], [0.56013, 1.19235, 6.04061], [-7.08035, 1.98400, 6.34153], [3.68917, -5.42440, -8.40290], [-0.08289, 2.54663, -0.29740], [-1.24991, -0.62219, 3.71748], [4.08183, 1.59034, -1.12785], [3.72576, 3.95522, -5.33516], [1.57441, 1.50275, 8.74180]], "forces_ev_per_a": [[0.00, -0.04, -0.08], [-0.03, -0.07, 0.23], [0.03, 0.00, -0.08], [-0.09, -0.18, 0.03], [0.03, 0.26, -0.33], [0.01, 0.01, 0.01], [0.13, 0.10, -0.06], [0.00, 0.01, 0.00], [0.01, -0.06, 0.00], [0.06, 0.03, 0.03], [-0.43, 0.01, -0.11], [0.02, 0.00, 0.03], [0.01, 0.14, 0.05], [0.01, 0.00, 0.04], [0.01, 0.00, 0.01], [-0.03, -0.01, 0.05], [0.00, 0.00, -0.01], [-0.01, -0.01, -0.02], [-0.05, 0.12, -0.06], [-0.04, 0.03, 0.04], [0.01, 0.00, -0.01], [0.00, -0.01, 0.00], [0.03, 0.16, -0.02], [0.07, 0.21, 0.05], [0.00, 0.00, -0.02], [-0.02, 0.00, 0.00], [0.00, 0.01, -0.01], [-0.05, -0.11, -0.02], [0.03, 0.02, 0.00], [-0.01, -0.01, 0.00], [-0.06, -0.04, 0.10], [-0.11, -0.01, -0.01], [0.01, 0.00, -0.01], [0.06, 0.06, -0.09], [-0.01, 0.01, 0.01], [0.01, 0.00, 0.02], [0.00, -0.01, 0.01], [0.02, -0.02, -0.01], [-0.05, 0.10, -0.11], [-0.02, -0.25, -0.03], [-0.02, -0.21, -0.12], [-0.14, -0.03, -0.08], [0.18, 0.02, -0.01], [0.00, 0.00, 0.01], [0.00, 0.01, 0.00], [-0.04, -0.01, 0.04], [0.04, -0.05, 0.01], [-0.02, 0.00, 0.00], [-0.03, 0.14, 0.02], [-0.02, -0.05, 0.03], [0.02, 0.02, 0.00], [-0.01, 0.00, 0.01], [0.07, -0.03, 0.05], [0.04, 0.03, -0.02], [0.00, -0.01, 0.01], [0.00, 0.05, 0.01], [0.21, 0.05, 0.05], [0.01, -0.05, 0.05], [-0.06, -0.01, -0.01], [0.01, -0.05, 0.00], [0.05, -0.04, -0.05], [-0.02, -0.09, 0.13], [0.00, 0.00, 0.00], [-0.01, 0.00, 0.00], [0.01, 0.00, 0.00], [0.02, -0.07, -0.03], [-0.09, -0.20, 0.34], [0.04, 0.00, 0.02], [0.06, 0.08, 0.10], [0.00, 0.00, 0.00], [0.11, -0.02, 0.02], [0.11, 0.02, 0.02], [0.02, 0.04, -0.20], [-0.01, -0.01, 0.02], [-0.03, 0.02, -0.02], [-0.01, 0.01, 0.00]], "charge": 1, "homo_ha": -0.4547, "spin_multiplicity": 1, "homo_lumo_gap_ev": 9.980, "lumo_ev": -2.39}